Below is C28H19Cl5N4O3PSScSe2 as an isolated structure, with properties calculated with ωB97M-V/def2-TZVPD.

Structure (ORCA input):
```
! RIJCOSX wB97M-V def2-TZVPD def2/J DEFGRID3
* xyz 0 1
Sc -0.649 -0.351 0.524
Se 0.707 2.089 0.270
P 0.488 2.121 2.423
Se -0.457 0.303 3.154
C 2.109 2.339 3.212
C 2.351 1.804 4.474
C 3.573 2.015 5.094
C 4.557 2.757 4.457
C 4.321 3.289 3.198
C 3.099 3.081 2.574
C -0.488 3.552 2.958
C -0.655 4.652 2.128
C -1.364 5.758 2.579
C -1.902 5.765 3.856
C -1.738 4.663 4.687
C -1.035 3.558 4.240
H 1.594 1.204 4.962
H 3.758 1.592 6.073
H 5.513 2.916 4.941
H 5.088 3.863 2.695
H 2.916 3.483 1.585
H -0.245 4.636 1.126
H -1.500 6.610 1.926
H -2.458 6.625 4.204
H -2.165 4.662 5.681
H -0.928 2.692 4.880
N -5.349 -4.662 -3.262
C -4.484 -4.323 -2.246
C -3.492 -5.221 -1.827
C -2.589 -4.859 -0.851
C -2.665 -3.596 -0.276
C -3.656 -2.703 -0.663
C -4.557 -3.062 -1.644
S -1.449 -3.110 0.881
O -1.061 -4.209 1.705
O -1.980 -1.892 1.547
N -0.291 -2.462 -0.020
C 1.045 -2.483 0.300
N 1.773 -3.586 0.436
C 3.065 -3.387 0.668
C 3.652 -2.128 0.750
C 2.812 -1.042 0.610
N 1.513 -1.224 0.399
H -5.461 -5.639 -3.470
H -6.189 -4.117 -3.355
H -3.434 -6.202 -2.283
H -1.819 -5.549 -0.530
H -3.723 -1.736 -0.184
H -5.330 -2.364 -1.947
H 3.666 -4.281 0.789
H 4.709 -2.003 0.928
H 3.151 -0.015 0.679
Cl -3.911 0.525 -6.098
C -3.410 0.454 -4.454
C -2.075 0.215 -4.138
Cl -0.913 -0.017 -5.383
C -1.686 0.157 -2.810
Cl -0.049 -0.183 -2.367
C -2.592 0.338 -1.755
O -2.210 0.247 -0.512
C -3.933 0.575 -2.096
Cl -5.060 0.753 -0.810
C -4.335 0.628 -3.425
Cl -5.991 0.896 -3.801
*
```

Values from the calculation:
ΔE to the lowest compared entry with this formula, charge and spin in kcal per mole: 3.8
HOMO in eV: -8.40
Frontier orbital gap in eV: 8.494

Below is C28H19ClIIrN2OS4 as an isolated structure in a non-equilibrium geometry, with properties calculated with ωB97M-V/def2-TZVPD.

Structure (ORCA input):
```
! RIJCOSX wB97M-V def2-TZVPD def2/J DEFGRID3
* xyz 1 2
Ir 0.083 0.273 0.431
S 0.546 0.112 2.803
C -0.168 1.548 3.484
C 0.288 2.122 4.669
C -0.306 3.287 5.129
C -1.342 3.904 4.428
C -1.812 3.334 3.257
C -1.214 2.157 2.822
S -1.733 1.334 1.372
C -2.582 -0.134 2.086
C -2.335 -1.376 1.280
C -3.268 -2.384 1.117
C -2.874 -3.543 0.460
C -1.570 -3.683 0.008
C -0.690 -2.627 0.172
C 0.773 -2.676 -0.251
S 1.726 -1.716 0.991
C 3.152 -0.975 0.250
C 4.198 -1.788 -0.159
C 5.394 -1.226 -0.577
C 5.530 0.154 -0.573
C 4.481 0.971 -0.179
C 3.266 0.438 0.244
S 2.030 1.615 0.781
N -1.106 -1.501 0.779
H 1.111 1.669 5.206
H 0.062 3.739 6.041
H -1.773 4.827 4.790
H -2.616 3.788 2.693
H -3.647 0.080 2.161
H -2.163 -0.250 3.086
H -4.268 -2.275 1.513
H -3.581 -4.351 0.324
H -1.239 -4.594 -0.470
H 0.929 -2.205 -1.222
H 1.124 -3.705 -0.283
H 4.087 -2.865 -0.124
H 6.209 -1.861 -0.896
H 6.462 0.606 -0.890
H 4.597 2.047 -0.196
Cl -1.292 0.719 -6.540
C -0.546 0.495 -4.991
C 0.778 0.188 -4.907
C 1.407 -0.009 -3.659
I 3.393 -0.561 -3.613
C 0.708 0.143 -2.482
O 1.233 -0.011 -1.279
C -0.659 0.457 -2.580
N -1.308 0.546 -1.380
C -2.617 0.712 -1.405
C -3.355 0.853 -2.588
C -2.711 0.825 -3.789
C -1.321 0.609 -3.816
H 1.360 0.086 -5.813
H -3.150 0.757 -0.470
H -4.426 0.986 -2.525
H -3.253 0.938 -4.718
*
```

Values from the calculation:
ΔE to the lowest compared entry with this formula, charge and spin in kcal per mole: 59.9
HOMO (alpha / beta) in eV: -9.90 / -9.86
Frontier orbital gap (alpha / beta) in eV: 5.966 / 5.725
<S²>: 0.76

Below is C28H19N5O6RhS as an isolated structure, with properties calculated with ωB97M-V/def2-TZVPD.

Structure (ORCA input):
```
! RIJCOSX wB97M-V def2-TZVPD def2/J DEFGRID3
* xyz 1 1
Rh 1.877 0.364 0.704
O -4.304 -1.182 -0.970
C -3.856 -0.065 -1.255
O -4.355 1.069 -1.267
C -2.294 -0.029 -1.245
C -1.656 1.207 -1.255
C -0.372 1.286 -0.754
N 0.220 0.169 -0.313
C -0.309 -1.056 -0.429
C -1.589 -1.187 -0.931
C 0.533 -2.113 0.186
C 0.215 -3.456 0.172
C 1.052 -4.354 0.824
C 2.176 -3.886 1.483
C 2.443 -2.528 1.463
N 1.646 -1.673 0.826
C 0.405 2.517 -0.467
C -0.002 3.778 -0.859
C 0.760 4.876 -0.485
C 1.892 4.689 0.287
C 2.249 3.401 0.650
N 1.532 2.344 0.267
H -2.261 2.067 -1.515
H -2.142 -2.119 -0.958
H -0.670 -3.798 -0.347
H 0.821 -5.410 0.817
H 2.841 -4.555 2.009
H 3.301 -2.090 1.959
H -0.898 3.897 -1.452
H 0.462 5.871 -0.790
H 2.499 5.522 0.612
H 3.112 3.201 1.270
O 5.502 1.673 1.790
C 4.585 1.163 1.194
O 3.591 0.518 1.760
C 4.447 1.376 -0.305
C 5.126 2.435 -0.895
C 4.930 2.739 -2.233
C 4.041 1.973 -2.970
C 3.364 0.901 -2.429
C 3.593 0.605 -1.088
N 3.812 2.307 -4.395
O 3.047 1.595 -5.010
O 4.443 3.231 -4.853
H 5.795 3.019 -0.277
H 5.444 3.562 -2.709
H 2.711 0.306 -3.052
H 3.186 -0.362 -0.764
S 0.679 0.588 2.691
C -0.968 1.047 2.276
N -1.879 0.079 2.010
C -3.154 0.307 1.652
C -3.618 1.600 1.585
C -2.746 2.628 1.921
C -1.426 2.355 2.260
H -1.552 -0.879 2.066
H -3.755 -0.559 1.401
H -4.632 1.785 1.262
H -3.090 3.653 1.898
H -0.730 3.146 2.501
*
```

Values from the calculation:
ΔE to the lowest compared entry with this formula, charge and spin in kcal per mole: 0.0
HOMO in eV: -11.60
Frontier orbital gap in eV: 6.680

Question: Which of these has the highest ΔE to the lowest compared entry with this formula, charge and spin?
Answer: C28H19ClIIrN2OS4

Question: Which of these has the highest ΔE to the lowest compared entry with this formula, charge and spin?
Answer: C28H19ClIIrN2OS4

Question: Which value of ΔE to the lowest compared entry with this formula, charge and spin does entry 3 give?
Answer: 0.0 kcal per mole